83
Properties=species:S:1:pos:R:3:forces:R:3 method="wB97M-V/def2-TZVPD" total_charge=0 lumo_energy_ev=0.294 homo_lumo_gap_ha=0.396 smiles="C#CC[C@]1(CCO)OS(=O)(=O)O[C@H]1Cl.COC(=O)OC.COC(=O)OC.COC(=O)OC.COC(=O)OC.COC(=O)OC" homo_ev=-10.47
Cl 0.842 1.955 2.951 -1.185 0.770 0.730
S -0.413 -0.079 1.166 -0.694 -3.341 -2.410
O 1.643 -1.112 -6.200 0.034 -0.291 -0.010
O 5.233 1.835 2.286 0.089 -0.275 0.048
O -7.348 4.489 1.568 0.051 -0.023 0.286
O 6.167 -1.477 -2.045 0.069 -0.094 -0.366
O -6.754 4.359 3.651 -0.108 0.053 -0.268
O -8.941 4.062 3.127 0.298 0.068 -0.098
O 6.463 0.209 3.283 -0.198 0.004 -0.214
O -0.921 0.112 2.740 0.279 0.670 -0.672
O -2.236 -4.777 -1.543 -0.255 -0.288 0.133
O -3.441 -4.587 0.369 0.046 -0.209 -0.215
O 4.991 -0.368 1.796 0.243 0.201 0.285
O -3.309 -6.518 -0.817 0.084 0.209 -0.024
O -0.907 1.445 0.669 0.923 -0.958 0.677
O 6.310 -2.236 -4.072 0.639 0.069 0.299
O -1.220 -1.146 0.535 0.124 2.989 1.821
O 2.875 -2.737 -5.206 -0.319 0.035 -0.334
O -2.680 4.530 3.823 0.599 0.014 -0.612
O 8.173 -1.378 -3.099 -0.315 -0.075 -0.023
O 1.395 -3.316 -6.684 0.144 0.148 0.140
O 0.981 -0.447 0.910 -1.799 2.507 1.456
C 5.531 0.677 2.439 -0.034 -0.161 0.022
C -0.967 1.540 3.039 0.385 -0.268 -1.693
C 7.005 -1.667 -3.074 -0.011 -0.013 0.081
C 3.973 -0.015 0.855 -0.455 0.160 -0.240
C -1.910 3.659 1.575 1.177 0.600 -0.183
C 7.127 1.219 4.041 0.232 0.228 0.248
C -3.865 1.372 2.932 0.510 -0.534 0.069
C -7.798 4.281 2.815 0.097 -0.016 0.011
C -4.178 1.168 4.101 1.223 0.808 -0.551
C -3.036 -5.227 -0.568 0.151 0.064 -0.164
C -1.571 4.496 2.882 -0.404 1.548 -0.690
C 3.548 -1.727 -4.452 -0.073 0.256 0.438
C -1.712 2.087 1.718 -1.590 -0.191 0.099
C -8.361 4.434 0.564 -0.251 -0.008 -0.344
C -3.180 1.450 1.503 -1.177 -0.608 2.476
C -4.159 -7.132 0.150 -0.209 -0.217 0.212
C 7.078 -2.500 -5.245 0.160 -0.122 -0.405
C 6.769 -0.873 -0.899 0.104 0.199 0.444
C 0.376 -2.964 -7.617 -0.277 0.016 -0.261
C 1.942 -2.270 -6.045 0.128 -0.148 0.131
C -7.086 4.156 5.024 -0.017 -0.069 0.421
C -1.859 -3.405 -1.408 0.214 0.362 0.026
H -2.971 3.950 1.276 1.352 -0.786 0.496
H 0.779 -2.327 -8.406 -0.069 0.078 0.160
H -3.691 -7.124 1.135 -0.110 0.147 -0.055
H -1.300 -3.248 -0.487 -0.233 0.001 -0.047
H -7.499 3.157 5.177 -0.107 0.145 -0.062
H 6.415 -2.958 -5.979 -0.153 0.055 0.253
H 6.001 -0.769 -0.134 0.125 -0.250 -0.368
H -1.435 1.819 4.029 0.635 -0.784 -1.273
H 7.888 -3.199 -5.027 0.014 0.186 0.027
H 0.009 -3.885 -8.070 0.208 -0.051 0.197
H -6.168 4.241 5.605 0.063 0.034 -0.302
H -3.832 2.061 0.817 1.006 -0.482 0.704
H -9.111 5.209 0.730 -0.012 -0.171 0.083
H -8.825 3.447 0.539 -0.061 0.137 0.119
H 7.471 -1.573 -5.665 0.092 -0.090 0.145
H 3.139 0.473 1.357 0.179 0.028 -0.084
H 4.078 -1.040 -5.114 -0.169 0.014 0.039
H -5.130 -6.635 0.180 0.141 0.061 0.113
H 4.273 -2.216 -3.813 -0.349 -0.175 -0.204
H 7.150 0.121 -1.143 0.118 -0.154 -0.061
H 3.608 -0.934 0.397 0.173 -0.046 0.235
H 2.841 -1.185 -3.819 -0.037 0.079 -0.245
H -7.883 4.616 -0.399 0.190 0.008 0.219
H 4.380 0.624 0.069 -0.066 0.105 0.167
H -2.739 -2.760 -1.440 0.064 -0.076 0.190
H -4.160 1.159 5.226 -0.496 -0.138 -1.993
H 7.659 1.908 3.382 -0.183 0.030 0.045
H -7.785 4.920 5.369 -0.066 -0.159 -0.090
H 7.566 -1.505 -0.503 0.028 0.115 -0.151
H 7.854 0.725 4.685 -0.149 -0.192 -0.166
H -1.255 4.053 0.724 -0.637 -0.697 1.179
H -0.456 -2.472 -7.111 0.146 0.100 -0.065
H -3.275 5.260 3.558 0.471 -0.715 0.178
H -1.215 -3.153 -2.250 -0.087 -0.291 -0.021
H -4.310 -8.168 -0.153 0.171 0.141 -0.186
H -0.613 4.210 3.402 -1.235 0.012 -0.470
H -3.157 0.395 1.103 0.239 1.135 0.480
H 6.417 1.758 4.670 0.032 0.053 -0.179
H -1.432 5.582 2.548 0.138 -1.480 0.220